Here is a single C27H31N5O2 molecule at a distorted geometry from OMol25. Energies are from ωB97M-V/def2-TZVPD.

CARTESIAN COORDINATES (ANGSTROEM)
C: -6.40428 -1.18025 1.06138
C: -4.92491 -1.33588 0.89125
C: -4.07372 -0.26497 1.14735
C: -2.71054 -0.38788 0.98522
C: -2.16879 -1.59147 0.54814
C: -3.00087 -2.68055 0.32444
C: -4.36747 -2.54282 0.49194
H: -5.00807 -3.39439 0.31356
H: -2.58961 -3.63819 0.04716
N: -0.77574 -1.67569 0.37675
C: -0.08734 -2.30602 -0.60985
C: 1.25770 -2.08537 -0.32827
C: 1.25302 -1.28332 0.84632
N: 0.01311 -1.04841 1.24763
C: 2.48854 -0.77956 1.41969
O: 2.59740 0.01915 2.33797
N: 3.59493 -1.30836 0.78884
N: 3.60621 -2.10215 -0.28861
C: 2.52026 -2.47442 -0.87278
C: 2.65448 -3.33023 -2.08893
H: 2.05209 -4.23165 -1.99369
H: 2.32296 -2.78059 -2.96879
H: 3.69821 -3.59936 -2.21941
C: 4.92360 -0.97872 1.26899
H: 4.81966 -0.64442 2.30380
C: 5.59579 0.09932 0.41829
H: 6.65014 0.14299 0.69515
H: 5.51948 -0.18334 -0.63378
C: 4.95340 1.47160 0.60803
C: 3.70378 1.64810 -0.24445
O: 3.56052 1.13280 -1.33441
N: 2.81573 2.52797 0.27777
H: 2.85250 2.70108 1.27030
C: 1.56120 2.82091 -0.37991
H: 1.75829 2.87874 -1.45295
H: 1.20998 3.79370 -0.03052
C: 0.52342 1.72333 -0.10690
C: -0.86131 2.08278 -0.55504
C: -1.32211 1.59996 -1.77335
C: -2.60104 1.87503 -2.22037
C: -3.44267 2.64783 -1.44154
C: -2.99450 3.13465 -0.22730
C: -1.71222 2.86460 0.23363
C: -1.28207 3.39151 1.57067
H: -0.88439 2.59354 2.19656
H: -2.12296 3.84827 2.08747
H: -0.50291 4.14434 1.46038
H: -3.65614 3.73633 0.38066
H: -4.44557 2.86932 -1.77623
H: -2.93937 1.48663 -3.16985
H: -0.66203 0.99301 -2.37723
H: 0.53314 1.49502 0.96117
H: 0.85753 0.83316 -0.64214
H: 5.65180 2.24843 0.28451
H: 4.71667 1.63806 1.65917
H: 5.51583 -1.89608 1.23037
C: -0.72296 -2.98035 -1.76965
H: -0.10690 -2.83779 -2.65418
H: -1.71127 -2.56461 -1.95729
H: -0.82211 -4.05366 -1.60077
H: -2.04919 0.43647 1.18752
H: -4.48616 0.67813 1.47314
H: -6.92707 -2.09906 0.80910
H: -6.64011 -0.91705 2.09164
H: -6.77494 -0.38015 0.42220

Output
E_HOMO, eV: -8.2
2S+1: 1
Gap between HOMO and LUMO, eV: 8.73
Relative energy (zero: lowest compared OMol25 entry of this formula, charge and spin), kcal/mol: 2.6
DFT total energy, hartree: -1471.778034
SMILES string: Cc1ccc(-n2nc3c(=O)n(CCCC(=O)NCCc4ccccc4C)nc(C)c3c2C)cc1

Here is an isolated ion of composition C27H31O2Si and charge +1 at a distorted geometry from OMol25. Energies are from ωB97M-V/def2-TZVPD.

CARTESIAN COORDINATES (ANGSTROEM)
C: -1.57214 -0.11434 -7.32404
O: -2.34349 -0.43529 -6.16166
C: -1.76737 -0.40972 -4.93657
C: -2.59353 -0.82947 -3.87301
C: -2.08788 -0.90929 -2.59359
C: -0.75152 -0.59787 -2.32599
C: -0.30138 -0.68205 -0.86277
C: 0.68972 -1.85349 -0.70016
C: 0.48789 -2.82993 0.27856
C: 1.49796 -3.74678 0.57608
C: 2.68625 -3.72609 -0.16502
C: 2.82116 -2.87765 -1.27294
C: 1.78960 -1.96888 -1.55767
C: 0.03113 -0.07378 -3.35826
C: -0.43578 -0.03854 -4.66859
H: -2.31025 -0.12914 -8.12477
H: -1.11779 0.88098 -7.24340
H: -0.80658 -0.87648 -7.51659
H: -3.63482 -1.05486 -4.07912
H: -2.72891 -1.22073 -1.76553
H: -1.20181 -0.92802 -0.27913
H: -0.46790 -2.87675 0.79444
H: 1.35019 -4.45952 1.39105
H: 3.51416 -4.37306 0.11981
H: 3.70055 -2.91526 -1.93040
H: 1.87297 -1.35810 -2.45928
H: 1.03642 0.28329 -3.16179
H: 0.20769 0.31252 -5.47197
C: 1.66355 -1.63456 4.31309
Si: 0.17618 -0.75911 3.58609
C: -1.26577 -1.91675 3.35964
C: -0.32763 0.62793 4.72902
O: 0.49330 -0.27436 1.92350
C: 0.49304 0.78280 1.13844
C: 0.24930 0.62322 -0.38641
C: -0.49433 1.84673 -0.95750
C: -1.17338 2.74895 0.07288
C: -0.27991 3.07972 1.21433
C: 0.63279 2.08949 1.69243
C: 1.41572 2.41639 2.83365
C: 1.27282 3.64986 3.45982
C: 0.34823 4.59309 2.99048
C: -0.40699 4.30523 1.85712
H: 1.32941 -2.25746 5.16056
H: 2.16491 -2.28389 3.58330
H: 2.39631 -0.91405 4.70434
H: -1.82900 -1.99545 4.30236
H: -1.93764 -1.53567 2.57803
H: -0.91605 -2.91599 3.06998
H: -0.94982 0.18532 5.52523
H: 0.54116 1.10468 5.20316
H: -0.91768 1.39755 4.21504
H: 1.28085 0.68895 -0.77698
H: 0.23003 2.44209 -1.54268
H: -1.26924 1.55398 -1.67647
H: -1.48842 3.69261 -0.39917
H: -2.11274 2.29063 0.44173
H: 2.16597 1.70674 3.18834
H: 1.88824 3.90906 4.32491
H: 0.19470 5.54530 3.49956
H: -1.13249 5.01528 1.44451

Output
E_HOMO, eV: -10.6
2S+1: 1
Gap between HOMO and LUMO, eV: 6.07
Relative energy (zero: lowest compared OMol25 entry of this formula, charge and spin), kcal/mol: 0.0
DFT total energy, hartree: -1487.238410
Charge: +1